Entry from the OMol25 dataset: a cluster of 3 separate species, C16H38BrN3O2P in total (wB97M-V/def2-TZVPD).

XYZ file:
```
61
Properties=species:S:1:pos:R:3:forces:R:3
C -3.41185 -1.70149 -0.76835 3.02 -4.63 -4.04
C -2.90226 -2.65594 -1.53797 -1.35 5.85 2.96
C -2.04102 -3.39939 -2.67996 -1.60 -0.56 0.38
C -0.70305 -4.12299 -2.13896 0.02 0.32 -1.14
C 0.20247 -3.23357 -1.14048 -0.11 -0.95 0.88
P 1.75585 -2.47704 -1.91404 0.50 -0.08 -0.59
N 2.52136 -3.47011 -3.15924 -1.31 0.36 2.00
C 1.49486 -0.65498 -2.48136 -1.11 0.46 0.53
Br 3.06105 0.00575 -3.54060 -1.07 -0.64 0.75
C 0.06689 -0.42260 -3.21553 0.53 0.29 -0.25
C 0.00001 -0.99111 -4.73093 -1.13 -0.20 0.51
H -3.80036 -0.82591 -0.11111 0.62 -2.22 -1.39
H -1.85243 -2.71803 -3.60885 -0.34 -0.92 2.06
H -2.72989 -4.25195 -3.08468 1.28 1.52 0.70
H -0.99746 -5.15843 -1.71691 0.67 1.96 -0.27
H -0.05454 -4.35228 -3.08473 -1.26 0.25 1.62
H 0.57749 -3.95978 -0.30419 -0.37 1.46 -1.45
H -0.35385 -2.38780 -0.59407 0.56 -1.24 -0.93
H 2.73417 -2.38078 -0.83987 -0.69 -0.19 -1.02
H 2.78792 -4.37310 -2.70092 -0.14 0.92 -0.66
H 1.88262 -3.67657 -3.94599 0.49 0.26 0.52
H 1.47994 -0.00773 -1.50846 0.21 -1.43 -1.58
H -0.10120 0.73273 -3.22894 0.30 -2.14 0.05
H -0.74698 -0.89961 -2.52777 1.32 0.87 -1.31
H -1.04233 -0.66426 -5.14517 1.98 -0.63 0.60
H -0.00880 -2.16062 -4.72677 0.19 2.03 -0.08
H 0.82412 -0.59751 -5.42636 -1.24 -0.58 1.27
C -4.33948 2.48229 4.57208 0.12 0.14 0.19
C -4.54593 1.02436 4.17309 -0.20 0.29 -0.23
C -4.01876 0.69587 2.75916 -0.24 -0.34 0.12
O -4.87128 1.13420 1.70062 0.62 -0.09 0.05
C -4.69057 2.49132 1.32691 -0.37 0.00 -0.17
N -5.96862 0.68737 4.31197 0.19 -0.20 -0.36
H -5.03134 3.15886 4.06466 0.04 -0.13 0.00
H -4.50226 2.60814 5.64610 -0.04 -0.07 -0.15
H -3.31849 2.80812 4.35264 -0.06 0.00 -0.02
H -3.97692 0.41257 4.88254 -0.04 -0.06 -0.13
H -3.97377 -0.39557 2.66325 -0.11 0.07 -0.02
H -2.99552 1.06085 2.61290 0.00 0.20 0.00
H -3.64513 2.80461 1.40145 -0.02 -0.01 0.12
H -5.32747 3.13742 1.93386 0.18 0.15 0.00
H -5.00799 2.60100 0.28690 0.02 -0.11 0.08
H -6.08731 -0.30783 4.12666 -0.04 0.09 0.18
H -6.46215 1.13665 3.53828 0.03 0.00 0.26
C 5.52462 3.38997 1.02142 0.07 0.24 0.08
C 4.46599 2.75425 0.12574 0.26 -0.23 0.21
C 3.53496 1.77605 0.87569 0.00 -0.04 -0.32
O 4.11548 0.49897 1.13847 -0.36 0.32 0.11
C 4.91752 0.44834 2.30872 0.20 -0.31 -0.08
N 5.12959 2.10395 -1.01163 -0.33 -0.26 0.10
H 6.32601 2.69493 1.28328 -0.12 0.00 -0.05
H 5.99251 4.23735 0.51267 -0.07 -0.15 0.00
H 5.08037 3.76558 1.94767 0.04 -0.05 -0.04
H 3.84017 3.56721 -0.26006 -0.05 -0.14 -0.01
H 2.67072 1.57481 0.23057 0.06 -0.06 -0.02
H 3.13706 2.21994 1.79501 0.13 0.00 0.08
H 4.52461 1.08504 3.10635 0.03 0.06 -0.09
H 5.94711 0.72336 2.07228 0.00 0.11 0.19
H 4.92748 -0.58376 2.66778 -0.08 0.08 -0.08
H 4.41485 1.75543 -1.64793 0.11 0.15 -0.06
H 5.57123 1.25346 -0.65691 0.06 0.24 -0.08
```
Forces are in eV/Å.

Output
Frontier orbital gap ... 7.8 eV
Electronic energy ... -105092.830 eV
Highest occupied orbital energy ... -10.99 eV
Net charge ... +1

Results of the Löwdin charge analysis, in e, for atoms 1 through 4: 0.09, -0.10, -0.21, -0.23

Entry from the OMol25 dataset: a structure of composition C35H25BrF16N6O6S2Ti (wB97M-V/def2-TZVPD).

XYZ file:
```
92
Properties=species:S:1:pos:R:3:forces:R:3
Ti 0.11814 -0.62082 -1.02673 0.68 -2.19 -1.52
C 0.05982 -1.52078 -4.22543 -0.08 -0.10 0.15
N -0.17352 -0.42538 -3.28422 -0.02 0.91 0.17
C -1.55818 0.06412 -3.42092 0.30 -0.11 0.15
C -2.53196 -0.93480 -2.84693 0.03 -0.54 0.60
N -2.03336 -1.56304 -1.60103 -0.22 0.13 -0.15
C -2.84355 -2.52697 -1.07746 0.42 0.34 -0.27
C -4.14393 -2.94736 -1.49376 0.02 -0.11 0.09
F -4.82569 -2.36782 -2.51628 0.17 0.27 -0.21
C -4.86609 -3.97056 -0.89207 -0.05 0.30 -0.38
F -6.07393 -4.29370 -1.39210 -0.07 0.03 -0.03
C -4.39509 -4.65009 0.19219 -0.05 -0.22 0.22
F -5.10750 -5.63215 0.77913 -0.05 -0.08 0.04
C -3.15631 -4.27643 0.66293 0.38 0.11 0.15
F -2.65305 -4.89373 1.74301 0.02 -0.06 0.01
C -2.42356 -3.28485 0.05215 0.27 -0.03 0.24
F -1.22641 -3.02737 0.61313 -0.57 -0.22 -0.17
C 0.80064 0.67626 -3.50009 0.08 -0.10 0.26
C 2.14273 0.27170 -2.93903 -0.07 0.38 0.56
N 1.97354 -0.03088 -1.50355 0.15 0.06 0.28
C 3.14878 -0.27984 -0.75756 -1.11 0.15 -0.64
C 4.34361 -0.79398 -1.25495 0.41 -0.33 -0.01
F 4.53366 -1.03494 -2.56151 -0.14 -0.10 -0.26
C 5.42190 -1.12120 -0.44730 -0.06 -0.03 -0.55
F 6.52621 -1.65179 -0.99982 0.03 -0.03 -0.05
C 5.37159 -0.93107 0.90525 0.13 0.01 0.21
F 6.40071 -1.27675 1.68656 0.20 -0.05 0.14
C 4.24864 -0.34885 1.42881 -0.28 0.10 0.21
F 4.18727 -0.07746 2.73734 0.00 0.02 0.06
C 3.18833 -0.02207 0.61182 -0.15 0.43 0.34
F 2.21133 0.67930 1.19683 -0.12 -0.06 -0.07
H -0.14215 -1.16549 -5.24090 -0.03 0.02 -0.12
H -0.58838 -2.35791 -3.98235 -0.02 -0.01 0.02
H 1.08011 -1.87237 -4.15343 0.09 -0.04 0.03
H -1.80193 0.25426 -4.46876 0.03 0.00 -0.22
H -1.62838 0.99982 -2.88622 0.05 0.18 0.07
H -2.72755 -1.70420 -3.59627 -0.12 -0.13 -0.11
H -3.46279 -0.39183 -2.69773 -0.29 0.03 0.05
H 0.46338 1.54997 -2.94534 -0.13 0.07 0.00
H 0.88502 0.94000 -4.55437 -0.06 -0.01 -0.24
H 2.82358 1.11332 -3.07278 0.12 0.07 0.02
H 2.53509 -0.57756 -3.48089 0.17 -0.29 -0.14
O -1.88528 2.25056 3.11095 0.19 0.09 -0.04
C -2.42474 2.80497 1.99500 -0.07 -0.12 -0.03
C -3.32356 3.84967 2.16913 -0.08 0.10 0.00
C -3.91150 4.45356 1.06744 -0.01 -0.06 -0.06
C -3.62208 4.00979 -0.21831 0.06 -0.06 0.13
C -2.71799 2.96684 -0.38668 -0.03 0.05 0.01
C -2.11007 2.35796 0.70435 -0.14 0.11 -0.19
C -1.00940 1.35250 0.49644 0.09 -0.10 -0.07
O -0.89537 0.88635 -0.82567 -0.12 0.86 0.70
N -1.13883 0.20312 1.39356 -0.05 0.10 -0.20
N -0.13511 -0.72573 0.94142 -0.20 0.01 1.44
C 0.41305 -1.38544 1.97180 0.08 0.05 0.03
C 1.46495 -2.28334 1.84562 0.14 0.08 -0.18
Br 1.04344 -2.96257 -1.46304 -0.04 -0.24 0.02
C 1.85207 -3.22386 2.72118 -0.57 -0.27 0.17
C 1.18913 -3.49096 4.04689 -0.45 -0.62 -0.73
C 0.94510 -2.45001 4.94141 0.08 0.04 0.25
C 0.25508 -2.67483 6.13185 0.13 0.05 -0.18
C -0.21136 -3.94450 6.44495 0.00 -0.02 -0.07
C 0.03085 -4.99429 5.56587 0.14 0.01 -0.15
C 0.73734 -4.76995 4.38731 -0.12 0.02 0.18
H -1.33669 1.48664 2.84085 -0.14 -0.12 0.01
H -3.53861 4.18218 3.18021 0.02 -0.04 -0.11
H -4.60224 5.27645 1.21735 0.03 -0.03 -0.01
H -4.07736 4.48189 -1.08002 0.02 -0.02 0.02
H -2.44575 2.62227 -1.37919 -0.02 0.04 0.12
H -0.07830 1.83435 0.79195 0.31 0.08 -0.14
H -2.04267 -0.22265 1.22444 -0.28 -0.15 -0.14
H -0.06222 -1.13597 2.93506 0.63 0.67 -0.12
H 2.63641 -3.93802 2.43183 0.33 0.55 0.45
H 1.32134 -1.46038 4.70124 -0.06 -0.08 0.06
H 0.07792 -1.85072 6.81368 0.01 0.00 -0.03
H -0.76501 -4.11489 7.36216 0.03 0.01 -0.04
H -0.34606 -5.98700 5.79015 0.04 0.04 -0.01
H 0.91031 -5.58522 3.69103 -0.03 0.04 0.06
F 2.50218 5.40465 1.54558 -0.06 -0.01 0.26
C 1.72630 4.41948 1.08480 -0.11 0.44 -0.16
F 1.68747 3.43706 1.97468 -0.07 -0.09 0.34
F 0.49308 4.89792 0.90590 -0.05 -0.04 0.23
S 2.38207 3.77166 -0.47346 -0.05 -0.05 -1.08
O 1.41313 2.78898 -0.90321 0.45 0.45 0.29
O 3.72249 3.34302 -0.17768 -0.29 0.12 -0.02
N 2.29696 5.17047 -1.28921 0.12 -0.62 -0.12
S 2.38849 5.07167 -2.86090 0.70 -0.40 0.09
O 3.00279 3.85027 -3.32956 -0.24 0.25 0.08
O 2.81431 6.31244 -3.44193 0.02 0.07 0.18
C 0.64555 4.94749 -3.46085 0.05 0.24 -0.09
F -0.15883 4.30438 -2.62815 -0.16 -0.14 0.02
F 0.64188 4.31041 -4.64030 -0.18 -0.01 -0.07
F 0.14449 6.17660 -3.65726 -0.17 -0.07 0.00
```
Forces are in eV/Å.

Output
Frontier orbital gap (alpha / beta) ... 5.9 / 5.9 eV
Energy relative to the best compared isomer or geometry (same formula, charge and spin) ... 2.581 eV
Electronic energy ... -216234.533 eV
Highest occupied orbital energy (alpha / beta) ... -2.28 / -2.26 eV
Net charge ... -2

Results of the Löwdin charge analysis, in e, for atoms 1 through 4: 0.90, -0.12, -0.28, -0.20

Entry from the OMol25 dataset: a structure of composition C32H23BrN5O2Ti (wB97M-V/def2-TZVPD).

XYZ file:
```
64
Properties=species:S:1:pos:R:3:forces:R:3
Ti 1.29787 1.07925 -0.55748 0.19 0.06 0.16
C 5.52081 0.29231 -1.31997 -0.03 0.00 0.02
C 4.14651 0.35008 -1.51536 -0.04 -0.02 0.00
N 3.28954 0.63759 -0.53020 0.44 -0.13 0.16
C 3.78330 0.87688 0.73693 -0.04 -0.07 -0.05
C 5.15729 0.82660 1.00820 0.06 -0.01 0.13
C 6.02455 0.52989 -0.06040 0.04 -0.01 -0.04
C 5.59488 1.04657 2.34187 -0.02 -0.01 -0.07
C 4.67955 1.29004 3.32286 -0.08 0.00 -0.01
C 3.29252 1.34964 3.03880 0.13 -0.01 0.06
C 2.84526 1.15610 1.76074 -0.27 0.00 0.02
N 1.50566 1.21334 1.27769 0.24 -0.14 -0.10
C 0.25414 1.12805 1.96554 0.27 0.17 -0.02
C -0.06675 1.61609 3.22332 -0.08 -0.01 0.00
C -1.40512 1.64294 3.58999 -0.01 -0.01 -0.02
C -2.40029 1.32144 2.67421 0.00 0.01 0.00
C -2.10339 0.87387 1.38764 0.02 0.10 0.03
C -3.17751 0.98846 0.34028 -0.09 0.02 0.03
C -2.85962 1.40455 -1.78847 -0.06 -0.03 -0.04
C -1.33579 1.32766 -2.01455 -0.13 0.02 0.07
N -0.20600 0.09326 -0.07846 -0.14 0.23 -0.13
C -0.75394 0.65817 1.10451 -0.07 -0.09 -0.32
H 6.16690 0.05844 -2.15344 0.00 0.00 0.00
H 3.72022 0.15756 -2.49313 0.02 0.00 -0.02
H 7.09237 0.48345 0.11793 -0.01 0.00 0.01
H 6.65285 1.00753 2.56524 0.00 0.00 0.00
H 5.00471 1.44617 4.34204 0.00 0.00 0.00
H 2.61122 1.54678 3.85087 0.00 -0.01 -0.01
H 0.67706 2.00471 3.90002 0.01 0.01 -0.02
H -1.68093 1.99140 4.57564 0.01 0.00 0.00
H -3.43840 1.46711 2.94707 0.01 0.00 0.02
H -4.15149 0.97046 0.82243 0.01 -0.03 0.02
H -3.43240 1.65986 -2.67489 0.01 -0.02 -0.01
H -1.04927 1.34469 -3.06788 -0.01 -0.01 -0.01
C 0.92423 4.23111 -1.00051 -0.03 -0.33 -0.06
O 0.55925 2.82198 -1.31007 -0.54 0.06 -0.01
C -0.83741 2.52127 -1.24203 0.09 0.11 -0.02
C -1.72222 3.04771 -0.40812 -0.09 -0.09 0.00
C -3.02300 2.30281 -0.54644 0.24 -0.10 0.01
Br -4.53979 3.45476 -0.50391 -0.13 0.09 0.00
C -3.23153 0.13216 -0.98739 0.03 -0.02 -0.05
C -2.13575 -0.84025 -1.20161 0.20 -0.03 0.02
C -0.86917 -0.03488 -1.36986 -0.04 0.18 0.13
O 0.25529 -0.54501 -2.11343 -0.06 -0.26 0.05
C -2.24055 -2.17704 -1.17069 -0.07 -0.31 0.05
N -3.44188 -2.84465 -0.98544 0.09 0.26 -0.08
C -3.16967 -4.11310 -1.01139 -0.10 -0.21 0.04
C -4.06471 -5.23310 -0.87213 0.08 0.13 0.00
C -3.51002 -6.45876 -0.91514 0.15 -0.03 -0.02
C -2.08002 -6.64255 -1.09744 -0.14 -0.12 0.02
C -1.18025 -5.62587 -1.23793 -0.12 0.17 0.00
C -1.73424 -4.33677 -1.20123 0.08 -0.15 -0.01
N -1.19896 -3.12449 -1.30840 -0.04 0.17 0.00
H 0.24685 4.86017 -1.56892 0.02 0.06 0.01
H 1.94854 4.34369 -1.33773 0.02 0.05 0.01
H 0.83037 4.37999 0.07141 0.00 0.07 0.01
H -1.55858 3.84240 0.30717 -0.04 0.01 0.00
H -4.21633 -0.29070 -1.15714 -0.01 -0.01 0.03
H 0.03461 -0.72409 -3.04151 0.04 0.24 0.02
H -5.12367 -5.06300 -0.73809 0.00 0.00 0.00
H -4.12142 -7.34476 -0.81500 0.00 0.00 0.00
H -1.71613 -7.66284 -1.12391 0.00 0.01 0.00
H -0.12436 -5.80859 -1.37421 0.00 0.01 0.00
H -0.21578 -2.90851 -1.37846 0.00 0.00 -0.02
```
Forces are in eV/Å.

Output
Frontier orbital gap ... 6.0 eV
Electronic energy ... -138234.603 eV
Highest occupied orbital energy ... -16.41 eV
Net charge ... +3

Results of the Löwdin charge analysis, in e, for atoms 1 through 4: 1.34, 0.01, -0.06, -0.02

Entry from the OMol25 dataset: a cluster of 2 separate species, C6H12O in total (wB97M-V/def2-TZVPD).

XYZ file:
```
19
Properties=species:S:1:pos:R:3:forces:R:3
C 1.94213 -1.62242 0.27100 0.01 -0.02 0.01
C 1.07312 1.37115 -1.14927 -0.12 0.04 0.11
C 0.19964 1.45727 -0.15090 0.16 -0.01 -0.13
C -1.29326 1.31084 -0.30524 -0.04 0.07 -0.05
C -1.78093 -0.12767 -0.09170 0.03 0.02 0.01
C -1.31867 -0.77239 1.19088 0.11 0.17 0.26
O -0.79522 -0.18700 2.10966 -0.29 -0.24 -0.39
H 1.75315 -1.11919 1.22245 0.03 -0.09 -0.15
H 2.22166 -2.66351 0.44877 -0.03 0.14 -0.01
H 2.74724 -1.10838 -0.25955 -0.11 -0.10 0.08
H 2.14250 1.45076 -0.97087 -0.18 0.01 -0.03
H 0.76016 1.20098 -2.17834 -0.01 0.06 0.13
H 0.56021 1.60221 0.86492 -0.02 -0.02 -0.15
H -1.80244 1.97274 0.40386 0.09 -0.09 -0.07
H -1.59340 1.62441 -1.31225 0.04 -0.04 0.15
H -1.47092 -0.77505 -0.92369 0.01 0.06 0.13
H -2.88141 -0.16771 -0.08251 0.15 -0.03 -0.01
H -1.50096 -1.86754 1.25382 0.01 0.12 0.04
H 1.03739 -1.57951 -0.34103 0.15 -0.03 0.08
```
Forces are in eV/Å.

Output
Frontier orbital gap ... 10.6 eV
SMILES ... C=CCCC=O.C
Energy relative to the best compared isomer or geometry (same formula, charge and spin) ... 1.363 eV
Electronic energy ... -8462.991 eV
Highest occupied orbital energy ... -9.59 eV

Results of the Löwdin charge analysis, in e, for atoms 1 through 4: -0.05, -0.01, -0.20, -0.20